Computed, not measured: a structure of composition C28H35MoN3O4P2 at a distorted geometry, with ωB97M-V with the def2-TZVPD basis set.

```
73
Properties=species:S:1:pos:R:3:forces:R:3:mulliken_spin:R:1
C -1.11181 2.61344 -4.08810 0.3 -0.4 0.5 0.15
C -1.01417 1.38382 -3.40881 1.1 0.4 -0.6 -0.04
C 0.27638 0.85687 -3.10407 -1.0 0.8 0.5 0.05
C 1.31325 1.82802 -2.91149 -0.8 0.1 0.0 -0.06
C 1.17646 3.12688 -3.48215 0.3 0.1 0.5 0.15
C 0.00320 3.47039 -4.12711 0.2 0.1 -0.6 -0.06
C 2.30120 1.40463 -1.98920 2.5 0.4 -2.1 0.34
C 2.78389 0.09818 -2.34138 0.2 -1.3 -0.1 0.04
C 1.75155 -0.85765 -2.55176 -0.8 0.4 0.8 -0.09
C 1.95342 -2.17038 -2.99590 0.6 -0.4 0.2 0.05
C 3.24853 -2.52424 -3.36495 -0.7 -0.1 0.3 0.05
C 4.30265 -1.61610 -3.17872 0.1 0.5 -0.1 -0.02
C 4.09815 -0.33789 -2.65294 0.0 0.2 0.5 0.09
H -2.07284 2.93544 -4.50088 0.3 0.0 0.4 0.00
H 2.02472 3.82236 -3.39077 -0.6 -0.3 -0.1 0.00
H -0.07953 4.43686 -4.63441 0.0 -0.4 0.2 0.00
H 3.00430 2.10850 -1.54850 -0.2 0.1 0.0 -0.02
H 3.43336 -3.51771 -3.77128 0.1 0.2 0.2 0.00
H 5.30931 -1.92736 -3.47429 -0.4 0.2 0.2 0.00
H 4.94231 0.34937 -2.52658 -0.3 -0.3 0.0 0.00
N 0.41315 -0.36208 -2.40349 -0.1 1.2 -1.9 0.09
Mo 0.22503 -0.93382 -0.53402 0.2 3.0 2.4 1.21
C -2.07868 0.84349 -2.54882 0.8 -0.3 0.6 -0.02
H -2.26282 -0.23123 -2.67807 0.1 0.2 0.2 0.00
H -3.02681 1.38838 -2.59015 0.2 0.0 0.1 0.00
C 0.80403 -3.13078 -2.84269 -0.3 -0.4 -0.1 0.02
H -0.10403 -2.81835 -3.37749 0.3 -0.2 -0.1 0.00
H 1.07044 -4.16121 -3.09047 0.0 0.1 -0.4 0.00
P -1.21565 1.16839 -0.79296 -3.4 1.8 -1.6 0.09
P 0.38341 -3.16104 -1.06120 1.1 -1.3 -0.1 -0.06
C 1.80043 -3.94806 -0.27030 -0.2 -0.3 0.2 0.02
H 1.61986 -3.92780 0.81477 0.2 -0.2 -0.5 0.00
H 1.84062 -4.97256 -0.66557 0.3 0.1 0.3 0.00
H 2.72201 -3.39662 -0.50152 -0.3 -0.2 0.0 0.00
C -1.11206 -4.08062 -0.77675 -0.2 -0.3 0.0 -0.01
H -0.95007 -5.08823 -1.18021 -0.4 0.1 0.2 0.00
H -1.28541 -4.09802 0.30942 0.0 -0.2 -0.4 0.00
H -1.95039 -3.57498 -1.27680 0.2 -0.3 0.0 0.00
C -1.86302 2.83078 -0.41740 -0.3 0.1 0.2 0.01
H -2.95222 2.85873 -0.51259 0.2 0.1 0.1 0.00
H -1.53732 3.07215 0.59908 -0.1 0.1 -0.1 0.00
H -1.40887 3.54620 -1.10967 -0.1 0.0 0.0 0.00
C -2.63010 0.12739 -0.02287 0.6 -0.7 1.6 0.01
H -2.42030 -0.14915 1.01481 -0.3 0.2 -0.3 -0.01
H -3.56583 0.70198 -0.03793 0.5 0.2 -0.3 0.00
H -2.80396 -0.80684 -0.57253 0.3 0.2 -0.1 0.00
C 1.92406 -0.33720 0.29310 4.9 0.8 2.3 0.00
O 2.94482 -0.01169 0.77355 -4.2 -1.2 -1.8 0.06
H 0.13073 2.13708 -1.08382 -0.8 -2.5 0.5 -0.01
C -3.21453 1.52161 3.37638 -0.2 0.0 0.0 0.00
C -1.89148 1.72029 4.08552 0.5 0.1 0.2 0.00
C -0.84032 0.60874 3.86162 -0.4 -0.2 -0.4 0.00
C 0.43012 0.88956 4.73511 0.0 -0.7 0.1 0.00
C 0.98940 2.28673 4.57388 0.1 0.2 -0.1 0.00
C -1.40215 -0.74014 4.29581 -1.3 0.3 1.4 0.00
O -2.30368 -0.91668 5.10900 1.8 0.4 -1.4 0.00
N -0.72134 -1.81031 3.73433 0.1 -0.7 -0.8 0.00
C -0.29156 -1.87510 2.40847 -0.4 -0.4 1.6 0.06
O 0.04512 -2.97096 1.95416 -0.3 1.3 -0.6 0.01
N -0.29553 -0.68848 1.70899 0.4 -0.6 -1.0 -0.09
C -0.39832 0.51274 2.37315 0.3 1.4 0.3 0.00
O -0.10616 1.56623 1.78000 -0.7 -1.4 -0.4 0.02
H -3.12080 1.65935 2.29311 0.0 0.0 0.1 0.00
H -3.92559 2.26832 3.74588 0.0 -0.2 -0.2 0.00
H -3.62445 0.53042 3.59410 -0.1 0.2 -0.1 0.00
H -1.44639 2.67827 3.79316 -0.1 -0.2 0.1 0.00
H -2.06885 1.76851 5.17103 0.1 -0.1 -0.3 0.00
H 0.15881 0.71234 5.78798 0.0 -0.1 -0.4 0.00
H 1.18901 0.13921 4.47040 -0.1 0.1 0.1 0.00
H 0.44838 3.00430 5.19765 0.1 -0.1 -0.2 0.00
H 2.03537 2.29438 4.88300 -0.1 0.1 0.0 0.00
H 0.92489 2.59285 3.52635 0.2 0.2 0.2 0.00
H -0.92529 -2.71989 4.12677 0.0 -0.1 0.1 0.00
```
Positions in Å, forces in eV/Å.

Computed properties:
Strongest force on any atom: 5.49 eV/A
Net charge: +2
E_LUMO (alpha / beta): -8.6 / -8.5 eV
Energy above the lowest of the compared OMol25 structures with the same formula, charge and spin: 4.807 eV
Multiplicity: 3
HOMO level (alpha / beta): -0.510 / -0.533 Eh